No. 1
15
Properties=species:S:1:pos:R:3:forces:R:3:nbo_charge:R:1 method="wB97M-V/def2-TZVPD" relative_energy_kj_mol=813.0 charge=0 max_force_ev_per_a=5.89
C -0.077235 -2.332522 0.076700 0.0073 1.1257 0.7567 -0.734
C 0.556371 -0.856796 0.516827 -2.0151 0.9779 1.8686 -0.146
C -0.174256 0.372543 0.371579 3.0062 -4.9557 1.0478 -0.303
C -1.068105 0.489963 -0.736160 -0.7027 -0.3922 -2.7989 -0.403
C 1.325040 2.398546 0.335125 0.1624 3.2399 -0.4285 -0.470
H 0.299380 -2.981861 1.245538 -1.1646 1.3264 -4.4318 0.266
H 0.432813 -2.711235 -1.387726 -1.4869 0.7187 4.6088 0.251
H -1.795459 -2.161685 0.117414 4.7717 -0.4783 -0.3151 0.259
H 1.402271 -0.895641 1.365052 -2.0222 0.0655 -2.0488 0.223
H -0.524204 -0.117530 -1.590733 -2.0168 1.1823 1.2344 0.248
H -1.292267 1.560741 -1.014434 0.3171 -1.3657 0.0622 0.251
H 1.583315 1.781646 -0.479960 0.1515 -1.4630 -0.3907 0.193
S 0.024795 1.767520 1.359919 1.7992 1.1178 0.1230 0.396
S 2.026132 3.898819 0.087586 -1.0028 -1.5660 1.2393 0.021
Cl -2.718590 -0.212508 -0.266725 0.1955 0.4668 -0.5269 -0.055

---

No. 2
17
Properties=species:S:1:pos:R:3:forces:R:3:nbo_charge:R:1 method="wB97M-V/def2-TZVPD" spin_multiplicity=5 relative_energy_kj_mol=368.1 charge=+1 max_force_ev_per_a=6.34
O -1.015811 0.218646 1.121054 -0.3014 -0.3746 4.8094 -0.696
Cr -1.936575 -0.814632 -0.244650 0.9809 -0.2851 -0.3205 1.310
C -0.328631 0.081880 2.211057 1.7204 4.4846 -4.1345 0.371
C 1.091077 -0.307403 1.956734 -2.3422 0.2327 5.2850 -0.680
H -0.483676 0.872522 2.961804 -1.1483 -1.3015 1.2024 0.231
H 0.414462 -1.316032 2.415109 2.0245 -0.3300 -2.4689 0.304
H 1.533812 0.570329 1.458380 0.1796 -1.7032 -2.0405 0.321
H 1.698466 -0.298703 2.872442 -0.6073 0.2185 0.4374 0.242
C 1.316646 -1.072734 -0.473346 -3.1732 -0.3719 -2.4479 -0.510
C 0.032837 -0.671237 -0.818142 2.9651 -1.4876 -1.3723 -0.060
O 0.072330 0.406024 -1.814375 -0.0591 -0.4261 0.3215 -0.480
C -1.083766 0.740944 -2.300143 0.3559 1.3692 0.8063 1.030
O -2.175165 0.369187 -1.845927 -0.4728 -0.3369 -0.5832 -0.750
O -0.975706 1.676228 -3.208558 0.2460 0.1011 -0.1643 -0.622
H 1.401084 -2.118595 -0.166419 0.2043 0.6215 0.7534 0.235
H 2.189329 -0.591607 -0.926797 -0.3093 -0.1202 0.2072 0.234
H -1.750713 2.255184 -3.198223 -0.2632 -0.2905 -0.2904 0.521

---

No. 3
17
Properties=species:S:1:pos:R:3:forces:R:3:nbo_charge:R:1 method="wB97M-V/def2-TZVPD" spin_multiplicity=2 relative_energy_kj_mol=51.4 charge=+1 max_force_ev_per_a=4.13
H 1.017758 1.581741 0.962482 0.8807 -1.1240 0.1095 0.178
Cs 2.618475 -0.398549 -2.622589 -0.0048 -0.0579 0.2884 0.989
O 0.107929 0.700201 -0.584174 -2.4522 -0.2174 -3.3179 -0.632
O -0.259679 0.285323 1.706745 -0.6535 0.4404 0.2415 -0.500
C -0.695025 -1.065219 1.609657 -0.2821 0.0629 -1.1312 -0.119
C 0.519505 -1.776627 1.048186 1.9405 0.8184 0.2138 -0.099
O 1.429869 -0.559563 0.531726 -0.4843 -1.8492 1.4358 -0.558
C 0.632499 0.570002 0.696303 -1.0658 0.2268 0.8847 0.618
H -0.973800 -1.409672 2.609910 0.0399 0.0980 -0.3299 0.225
H -1.535820 -1.137208 0.904514 -0.0186 0.0218 0.3872 0.181
H 0.473398 -2.532013 0.259447 -0.6041 0.7198 -0.3329 0.202
H 0.984604 -2.341285 1.869238 0.7251 0.8307 -0.2150 0.209
H -1.998486 0.939801 -1.415985 0.4878 -0.4881 0.5409 0.246
O 0.468680 1.518220 -3.137299 -0.0642 0.0418 -0.0152 -0.541
C -1.040310 1.447597 -1.229376 2.0570 0.3107 1.6350 -0.219
C -0.521783 1.831437 -2.585795 -0.3435 0.2791 0.0160 0.574
H -1.227818 2.345808 -0.622993 -0.1580 -0.1137 -0.4107 0.246

---

No. 4
17
Properties=species:S:1:pos:R:3:forces:R:3:mulliken_spin:R:1 method="wB97M-V/def2-TZVPD" spin_multiplicity=7 e_tot_ev=-37535.924 charge=+3 max_force_ev_per_a=3.89
O 1.935782 1.202022 0.290231 -1.0504 0.5973 -1.5478 -0.004
Dy 0.989350 0.764635 -1.835114 1.0423 0.7138 0.6901 5.701
C 1.772407 1.737644 1.399186 1.5743 -2.2349 1.2017 -0.008
C 0.603796 1.431495 2.244624 0.6967 1.0107 0.1946 -0.003
H 0.356525 0.372394 2.071575 -0.7644 0.6238 -0.2743 0.002
H 2.675933 2.134439 1.892205 -0.2549 0.8112 -0.4744 0.002
H -0.058743 2.314402 2.033569 -0.4017 -1.1014 0.4470 0.001
H 0.920060 1.488798 3.298460 -0.2621 0.2873 -0.2593 0.000
C -1.828698 0.125087 0.208345 -0.2910 0.7628 -0.9628 0.169
C -1.349890 -0.454847 -0.888604 0.3638 -3.3026 1.2673 0.126
O -1.357565 -1.738373 -1.284704 -1.6708 3.3428 1.0962 0.063
C -0.414272 -2.084259 -2.172934 0.8463 -2.0556 -3.0427 -0.104
O 0.477777 -1.317719 -2.517425 0.1693 0.1150 0.4846 0.054
O -0.680762 -3.227259 -2.690203 -0.2116 1.0691 1.2413 0.024
H -1.968656 1.205812 0.258344 -0.5231 -0.1465 0.0783 -0.015
H -2.008741 -0.493719 1.095115 0.3726 -0.1040 0.2203 -0.005
H -0.064306 -3.460551 -3.402670 0.3649 -0.3889 -0.3599 -0.003

---

No. 5
17
Properties=species:S:1:pos:R:3:forces:R:3:nbo_charge:R:1 method="wB97M-V/def2-TZVPD" smiles="CN1C=C[C@H](C(F)(F)I)N1" relative_energy_kj_mol=0.0 charge=0 max_force_ev_per_a=4.71
C 1.708137 1.516138 -0.828599 0.2321 0.4270 -3.4368 -0.395
N 1.081161 0.528812 -0.133818 -2.2053 -3.9940 1.1809 -0.255
C 1.282055 -0.850723 0.000152 1.4259 0.2476 0.9560 0.034
C 0.362036 -1.420790 0.847958 0.7666 0.0384 -2.0997 -0.382
C -0.764771 -0.430374 0.948152 -2.0882 -0.6430 0.7882 -0.125
C -2.006741 -0.778785 -0.104197 -0.1650 0.5560 0.7906 0.648
F -2.650436 -1.887683 0.306382 0.4925 -0.1161 -0.3340 -0.347
F -1.688674 -0.912734 -1.416966 0.1850 -0.0684 1.1153 -0.342
I -3.599226 0.810446 -0.005091 0.6691 -0.2691 -0.0402 -0.054
N -0.131499 0.808854 0.592684 -0.3949 1.4440 0.2958 -0.476
H 1.757420 2.368928 -0.245074 -0.0724 2.0807 0.9922 0.207
H 2.702757 1.233294 -1.011348 1.5656 -0.5303 -0.0448 0.216
H 1.352510 1.750333 -1.898017 -0.2565 -0.1454 1.4060 0.172
H 2.266663 -1.378112 -0.325831 -1.9700 1.3994 0.3516 0.232
H 0.389090 -2.504286 1.026692 -0.4572 0.8098 0.1940 0.241
H -1.324289 -0.459864 2.009623 1.1496 0.4481 -2.3269 0.226
H -0.736187 1.606546 0.237291 1.1231 -1.6848 0.2115 0.402

---

No. 6
15
Properties=species:S:1:pos:R:3:forces:R:3:nbo_charge:R:1 method="wB97M-V/def2-TZVPD" smiles="C=C(F)F.C=C=CN" relative_energy_kj_mol=238.0 charge=0 max_force_ev_per_a=5.71
C 2.165037 -1.064028 0.947504 0.5576 0.3019 0.3526 -0.619
C 2.151760 0.141311 0.435485 -0.0201 1.7950 -0.2627 0.772
F 2.528199 1.265546 1.060898 0.4733 -0.7700 0.0209 -0.320
F 1.755489 0.539039 -0.768890 -0.3907 -0.7451 0.3181 -0.309
H 1.577058 -1.817882 0.483643 0.1237 -0.6481 -0.4694 0.239
H 2.811050 -1.242580 1.807716 -0.7380 0.0652 -0.0089 0.237
C -1.122621 2.072892 -0.671336 -0.0918 2.3544 -1.6165 -0.437
C -1.286217 0.890312 -0.236058 -0.1261 -1.3303 1.1271 -0.018
C -1.407417 -0.322087 0.198337 0.1528 -3.2123 0.3764 -0.095
N -1.690445 -1.450458 -0.700101 0.9491 -1.0082 5.5359 -0.828
H -0.224106 2.393143 -1.197341 0.1516 -0.1593 0.3339 0.214
H -1.936546 2.799930 -0.756800 0.1006 -0.2277 0.3756 0.209
H -1.124527 -0.722846 1.248406 -0.6032 1.2302 -1.8092 0.220
H -2.246823 -2.221417 -0.272617 0.6891 1.2238 -0.5325 0.371
H -1.949889 -1.260870 -1.578842 -1.2279 1.1306 -3.7413 0.365

---

No. 7
15
Properties=species:S:1:pos:R:3:forces:R:3:nbo_charge:R:1 method="wB97M-V/def2-TZVPD" relative_energy_kj_mol=134.4 charge=0 max_force_ev_per_a=2.49
C 0.762777 0.880516 0.561584 -0.0191 -0.0582 0.1334 -0.474
C 1.409003 -0.473686 0.076186 0.2380 0.3821 0.0041 -0.192
C -0.507848 1.111740 -0.175518 -0.3992 -2.4103 -0.4777 -0.264
C -0.720560 -0.897874 -0.801088 0.1366 2.2977 0.7698 -0.076
C -1.578530 0.099290 -0.042843 0.1154 0.1135 -0.1248 0.628
N 0.328441 -1.417319 -0.063981 -0.3754 -0.5659 0.3033 -0.599
F -2.761084 0.401375 -0.616665 0.1026 0.1517 -0.3759 -0.325
F -1.868401 -0.310380 1.222869 0.2557 -0.1166 0.2860 -0.347
H 0.574431 0.796252 1.638160 0.1361 0.0390 -0.0851 0.215
H 1.456346 1.701439 0.380375 0.0003 0.0422 0.1203 0.231
H 1.877615 -0.318038 -0.898309 -0.0306 0.0407 0.0301 0.194
H 2.165305 -0.842375 0.770589 0.0287 -0.0273 0.0135 0.203
H -0.537928 1.745094 -1.042061 -0.1408 0.1941 -0.1591 0.225
H -0.594418 -0.759356 -1.859351 -0.1679 -0.1455 -0.2951 0.205
H -0.005144 -1.716684 0.850048 0.1194 0.0628 -0.1428 0.376

---

No. 8
20
Properties=species:S:1:pos:R:3:forces:R:3:nbo_charge:R:1 method="wB97M-V/def2-TZVPD" relative_energy_kj_mol=0.0 charge=0 max_force_ev_per_a=4.57
C -1.242919 -0.043420 2.572869 -0.4098 0.6154 0.8003 -0.618
C -1.843441 -0.675578 1.368487 1.5852 0.5568 -0.8109 -0.430
C 2.236339 0.876092 -0.875747 2.0131 -0.7028 0.1673 -0.056
C 0.988037 0.279339 -1.464365 -3.4805 0.8771 2.7668 0.696
C -1.102019 -0.059825 0.160901 -3.0886 0.6254 1.6090 0.883
N 1.195471 -0.867329 -2.486016 -0.0788 0.6611 -0.2323 0.493
O 2.087178 -1.632957 -2.294290 0.9693 -0.3757 1.5057 -0.318
O 0.524103 -0.852500 -3.465504 -1.4091 0.6664 -0.6160 -0.298
O 0.160663 -0.425596 0.065284 2.5975 0.7583 -3.6889 -0.548
F 3.151834 1.115457 -1.930392 -0.9174 -0.2049 0.6963 -0.345
F 0.084697 1.238000 -1.888972 2.3204 -2.5207 0.1603 -0.276
F -1.938099 -0.420751 -0.833283 0.5534 0.1584 -2.1386 -0.345
F -1.232322 1.340275 0.285203 0.3040 -0.7078 -0.4208 -0.381
H -0.170186 -0.008044 2.560734 0.5544 -0.0531 -0.2017 0.212
H -1.520218 -0.699192 3.343414 -0.2666 -0.4323 1.8126 0.209
H -1.612785 0.978422 2.773999 0.0656 -0.6003 -0.1590 0.219
H -1.668017 -1.756026 1.300162 -0.1328 0.2111 0.2137 0.218
H -2.912875 -0.456364 1.287852 0.3234 -0.0523 -0.2482 0.230
H 2.767988 0.257370 -0.097260 -0.8987 0.0520 -1.1168 0.232
H 2.046569 1.812627 -0.383077 -0.6040 0.4677 -0.0989 0.223